{
  "formula": "H6O3",
  "method": "ωB97M-V with the def2-TZVPD basis set",
  "symbols": ["O", "H", "H", "O", "H", "H", "O", "H", "H"],
  "positions_angstrom": [[-0.216, 0.591, -0.355], [-0.589, 1.453, -0.538], [-0.092, 0.579, 0.594], [0.543, -2.702, -5.041], [0.944, -1.834, -5.009], [-0.353, -2.564, -4.731], [-0.155, 1.585, 4.655], [0.538, 1.015, 4.986], [-0.620, 1.877, 5.439]],
  "e_above_lowest_kj_mol": 59.47,
  "spin_multiplicity": 1,
  "orbital_gap_ev": 12.2,
  "e_tot_ev": -6239.63686,
  "smiles": "O.O.O",
  "homo_ev": -11.44,
  "lumo_energy_ev": 0.78
}